The following is a DFT calculation (ωB97M-V/def2-TZVPD) of C20H36MnN7OPS2 as an isolated structure.

Calculated values
Net charge = +3
Multiplicity = 5
Relative energy (zero: lowest compared OMol25 entry of this formula, charge and spin) = 17.8 kcal/mol
DFT total energy = -96052.79383 eV
<S²> = 6.09
E_HOMO (alpha / beta) = -14.840 / -14.748 eV

```
68
Properties=species:S:1:pos:R:3:lowdin_charge:R:1
Mn 0.80 -1.19 0.78 0.55
S -0.92 3.74 0.18 0.89
S 2.86 -0.21 1.01 0.71
P 1.21 -1.79 -1.65 0.98
O -1.58 2.39 0.19 -0.59
N 1.72 -1.09 -4.29 -0.11
N 1.73 -0.46 3.42 0.08
N 1.18 -3.55 -3.84 -0.12
N -1.25 -1.60 1.18 0.01
N 3.84 0.12 3.53 0.17
N 0.68 -1.08 2.76 -0.06
N 3.42 -2.50 -3.22 -0.06
C -2.21 4.98 -2.54 -0.12
C 1.02 -2.40 -4.74 -0.11
C 3.14 -1.39 -4.17 -0.13
C 0.43 -3.28 -2.53 -0.25
C -0.28 4.13 1.88 -0.35
C -2.40 4.85 0.11 -0.31
C 1.13 -0.56 -3.10 -0.29
C 2.63 -3.76 -3.72 -0.07
C 2.81 -0.21 2.77 -0.78
C -2.34 -1.77 0.36 -0.05
C -1.30 2.15 3.22 -0.13
C -0.45 -1.50 4.85 0.03
C -2.44 -2.97 2.87 0.06
C -3.10 4.73 -1.28 -0.28
C -3.54 -3.16 2.02 0.04
C -3.42 -2.55 0.76 0.01
C -1.39 -2.09 2.49 -0.16
C -1.08 3.66 3.10 -0.29
C 3.00 -2.15 -1.78 -0.28
C -0.37 -1.60 3.38 -0.20
H 3.61 -1.35 -1.38 0.06
H -2.48 -3.30 3.92 0.14
H 4.75 0.30 3.11 0.13
H -4.20 -2.84 0.04 0.14
H -0.11 5.22 1.98 0.10
H -1.67 2.03 4.24 0.08
H 3.63 -0.48 -3.82 0.15
H -0.02 -2.22 -4.92 0.13
H -2.26 -1.27 -0.61 0.13
H 3.53 -1.69 -5.18 0.18
H 4.43 -2.73 -3.33 0.21
H -2.04 5.87 0.38 0.11
H 1.64 0.41 -2.77 0.13
H -0.66 -3.15 -2.73 0.12
H -1.86 6.01 -2.56 0.07
H -0.38 1.64 3.10 0.03
H 0.43 -4.21 -1.91 0.11
H -3.09 4.46 0.90 0.10
H -1.29 4.40 -2.56 0.04
H 0.11 -0.20 -3.25 0.11
H -0.81 -0.49 5.16 0.14
H 2.87 -4.61 -3.05 0.16
H -1.18 -2.17 5.24 0.08
H 2.97 -3.92 -4.75 0.15
H -2.68 4.83 -3.56 0.10
H 3.17 -3.03 -1.12 0.12
H 3.80 -0.02 4.59 0.19
H -0.47 4.05 4.01 0.15
H 1.46 -2.78 -5.63 0.13
H -3.59 3.75 -1.43 0.10
H 0.55 -1.69 5.28 0.11
H -4.39 -3.75 2.33 0.14
H -3.89 5.49 -1.34 0.11
H -2.06 4.17 3.20 0.11
H 0.70 3.61 1.91 0.08
H -2.03 1.76 2.50 0.07
```

---

The following is a DFT calculation (ωB97M-V/def2-TZVPD) of an isolated molecule of C20H36N2O4S.

Calculated values
Net charge = 0
Multiplicity = 1
SMILES = CC[C@H](C)[C@@H](NC(=O)[C@H]1CC[C@H](C)CC1)C(=O)N[C@H](CCSC)C(=O)OC
Relative energy (zero: lowest compared OMol25 entry of this formula, charge and spin) = 5.3 kcal/mol
DFT total energy = -43332.04853 eV
E_HOMO = -8.818 eV

```
63
Properties=species:S:1:pos:R:3:lowdin_charge:R:1
S -3.68 2.20 -1.19 0.83
O -3.18 -3.06 -1.26 0.13
O -0.25 2.33 1.07 0.05
O -0.66 -2.04 -0.29 0.09
O -1.65 -2.85 -2.89 -0.03
N -2.14 -0.39 -0.62 0.12
N 0.44 0.19 1.21 0.12
C -2.28 -1.69 3.10 -0.22
C 0.64 1.50 0.99 -0.45
C -1.24 -1.05 0.11 -0.44
C -2.47 -2.38 -1.95 -0.50
C -3.19 -2.31 2.05 -0.09
C -0.03 -0.84 3.77 -0.06
C -2.49 -0.85 -1.95 -0.21
C -3.90 -0.37 -2.34 -0.19
C 3.10 1.39 1.64 -0.15
C 4.86 1.30 -0.15 -0.39
C -3.98 1.12 -2.65 -0.45
C -1.99 2.78 -1.54 -0.38
C -0.88 -0.38 1.44 -0.18
C -1.50 -4.26 -2.94 -0.04
C -0.86 -1.38 2.61 -0.33
C 6.27 1.74 -0.56 -0.08
C 3.83 1.77 -1.17 -0.17
C 2.42 1.34 -0.78 -0.15
C 2.07 1.88 0.62 -0.24
C 4.50 1.83 1.23 -0.17
H 2.85 1.79 2.63 0.12
H 1.70 1.72 -1.50 0.12
H -1.58 3.13 -0.60 0.01
H 3.87 2.86 -1.24 0.12
H -4.09 -2.70 2.52 0.08
H -2.73 -0.77 3.48 0.12
H 4.84 0.20 -0.12 0.14
H 6.53 1.34 -1.54 0.08
H 5.23 1.48 1.97 0.12
H 7.00 1.38 0.16 0.08
H -1.75 -0.51 -2.69 0.16
H -2.19 -2.38 3.94 0.11
H -4.99 1.36 -2.99 0.07
H -4.58 -0.63 -1.53 0.12
H 4.55 2.93 1.22 0.12
H -2.03 3.59 -2.26 0.03
H -1.54 0.46 1.66 0.16
H 4.07 1.37 -2.16 0.12
H 1.17 -0.48 1.01 0.14
H -0.08 -1.52 4.61 0.08
H -0.97 -4.59 -2.04 0.10
H 1.01 -0.71 3.49 0.06
H -2.61 0.44 -0.28 0.05
H -3.50 -1.58 1.30 0.06
H 2.10 2.97 0.58 0.15
H 6.33 2.82 -0.60 0.08
H -2.47 -4.75 -2.98 0.09
H -0.42 0.13 4.09 0.09
H 2.36 0.25 -0.78 0.12
H -0.91 -4.47 -3.83 0.09
H -0.40 -2.31 2.24 0.14
H 3.08 0.30 1.71 0.11
H -3.27 1.41 -3.42 0.08
H -2.70 -3.13 1.54 0.08
H -1.39 1.96 -1.92 0.03
H -4.21 -0.92 -3.23 0.13
```

---

The following is a DFT calculation (ωB97M-V/def2-TZVPD) of a 7-piece molecular cluster, C20H36N7O overall.

Calculated values
Net charge = +1
Multiplicity = 1
DFT total energy = -33793.96127 eV
E_HOMO = -12.029 eV

```
64
Properties=species:S:1:pos:R:3:lowdin_charge:R:1
O -0.55 1.49 -0.49 -0.12
N 7.67 -0.94 -6.02 0.14
N 6.69 -0.47 -0.51 0.14
N 2.67 -1.98 0.84 0.13
N -2.16 -1.62 2.70 0.14
N 4.08 3.45 0.43 0.14
N -4.74 -1.21 0.00 0.09
N -8.55 -2.95 -0.25 0.13
C -4.30 1.09 -0.09 -0.27
C -0.39 -0.99 -0.35 -0.06
C 4.83 3.74 1.25 -0.28
C -5.59 -0.67 1.13 -0.08
C -5.16 0.81 1.19 -0.10
C 3.33 -1.04 0.97 -0.27
C -1.92 1.48 -0.82 -0.21
C 6.40 -0.56 -1.61 -0.26
C -0.14 -2.83 3.80 -0.04
C 5.78 4.12 2.29 -0.07
C -2.83 1.10 0.35 -0.15
C 8.35 -0.02 -5.91 -0.28
C -9.06 -2.43 0.63 -0.29
C 6.03 -0.66 -3.02 -0.07
C -9.68 -1.74 1.75 -0.07
C 9.22 1.13 -5.77 -0.07
C -4.68 -0.08 -0.97 -0.07
C -0.18 0.38 0.32 -0.25
C 4.17 0.13 1.13 -0.10
C -1.27 -2.16 3.18 -0.25
H 0.80 -2.47 3.37 0.08
H -0.19 -3.91 3.63 0.09
H -9.37 -0.70 1.80 0.08
H 6.12 5.15 2.15 0.09
H -3.80 -1.51 0.27 0.16
H -6.62 -0.88 0.95 0.10
H -2.19 2.49 -1.12 0.13
H 5.02 -1.05 -3.12 0.09
H 5.00 -0.08 1.80 0.08
H -4.05 -0.23 -1.84 0.13
H -2.76 1.82 1.16 0.14
H -5.71 0.02 -1.31 0.14
H -0.63 0.43 1.32 0.10
H -0.12 -2.66 4.87 0.09
H -10.77 -1.77 1.66 0.09
H 6.06 0.32 -3.50 0.08
H 8.67 2.00 -5.40 0.08
H -5.24 -2.01 -0.39 0.18
H 0.89 0.47 0.49 0.10
H -0.84 -0.91 -1.33 0.07
H 6.70 -1.32 -3.56 0.06
H -5.93 1.53 1.41 0.12
H -9.41 -2.22 2.69 0.09
H 6.65 3.47 2.26 0.09
H -2.64 0.10 0.70 0.07
H -4.59 2.04 -0.52 0.15
H 9.66 1.40 -6.74 0.09
H -4.49 0.91 2.04 0.11
H -2.14 0.85 -1.69 0.11
H 5.33 4.04 3.28 0.08
H -1.00 -1.61 0.31 0.04
H 3.60 0.97 1.53 0.06
H 0.56 -1.50 -0.43 0.04
H 4.59 0.45 0.18 0.04
H 10.04 0.93 -5.08 0.08
H -5.21 -1.12 2.03 0.12
```

---

The following is a DFT calculation (ωB97M-V/def2-TZVPD) of C20H36N8S6Sn as an isolated structure.

Calculated values
Net charge = +2
Multiplicity = 1
Relative energy (zero: lowest compared OMol25 entry of this formula, charge and spin) = 0.0 kcal/mol
DFT total energy = -104076.44791 eV
E_HOMO = -12.291 eV

```
71
Properties=species:S:1:pos:R:3:lowdin_charge:R:1
Sn 0.39 1.46 -1.03 1.04
S 1.31 -1.77 0.25 0.54
S 0.04 -2.83 1.51 0.72
S 3.25 0.91 3.01 0.93
S 0.85 1.51 1.48 0.51
S 5.68 -0.55 3.88 0.66
S 3.69 -1.77 2.03 0.89
N 0.98 5.97 -0.71 -0.06
N -1.80 1.64 -0.69 -0.09
N -4.11 1.05 -0.52 -0.08
N 0.18 3.68 -0.83 -0.08
N 2.42 4.35 -1.11 -0.09
N 1.77 -4.78 0.85 0.03
N -0.27 -5.37 1.90 0.03
N -2.85 -0.01 -2.00 -0.09
C -0.14 6.79 -0.25 -0.03
C 2.93 3.13 -1.70 -0.09
C 2.30 -0.92 1.39 -1.08
C 0.60 -4.52 1.39 -0.62
C -4.19 -0.51 -2.28 -0.09
C -5.07 0.27 -1.29 -0.08
C 3.21 5.57 -1.25 -0.10
C -1.97 2.89 0.06 -0.25
C 1.11 4.63 -0.88 -0.32
C 2.44 -6.05 0.52 -0.19
C 0.08 -7.38 3.32 -0.06
C 2.29 6.61 -0.65 -0.10
C -1.74 -0.34 -2.86 -0.07
C -0.29 -6.85 1.95 -0.20
C -2.86 0.94 -1.04 -0.34
C 2.09 0.35 1.83 -1.12
C 2.04 -6.56 -0.86 -0.06
C -1.24 4.02 -0.64 -0.21
C -4.43 1.42 0.85 -0.02
C 4.31 -0.48 3.03 -1.49
H -1.39 0.52 -3.44 0.09
H 4.15 5.48 -0.71 0.13
H -0.61 -7.02 4.09 0.08
H 3.96 3.31 -1.98 0.11
H -5.63 -0.39 -0.62 0.12
H -3.55 1.39 1.48 0.09
H -0.90 -0.74 -2.28 0.03
H 2.49 -7.53 -1.03 0.09
H -4.23 -1.59 -2.12 0.13
H 2.28 7.54 -1.21 0.13
H 2.24 -6.78 1.30 0.11
H -1.05 -4.94 2.37 0.13
H -4.47 -0.31 -3.31 0.13
H -1.57 2.77 1.07 0.09
H -3.01 3.18 0.14 0.11
H 2.37 -5.88 -1.64 0.08
H 0.19 7.82 -0.29 0.10
H -1.01 6.70 -0.90 0.09
H -2.07 -1.11 -3.55 0.10
H -5.78 0.92 -1.79 0.13
H 2.23 -3.95 0.48 0.05
H 2.37 2.84 -2.59 0.07
H 3.42 5.76 -2.30 0.14
H 0.95 -6.67 -0.94 0.08
H -5.15 0.70 1.24 0.10
H 3.50 -5.83 0.55 0.13
H -1.71 4.23 -1.60 0.14
H -0.42 6.57 0.79 0.10
H 2.55 6.83 0.39 0.14
H 1.09 -7.08 3.61 0.08
H 0.03 -8.46 3.32 0.09
H -1.37 4.88 0.00 0.09
H 0.36 -7.24 1.18 0.09
H -4.89 2.41 0.91 0.10
H -1.31 -7.14 1.69 0.13
H 2.94 2.31 -0.98 0.04
```

---

The following is a DFT calculation (ωB97M-V/def2-TZVPD) of C20H36NOOsP2 as an isolated structure.

Calculated values
Net charge = +2
Multiplicity = 6
Relative energy (zero: lowest compared OMol25 entry of this formula, charge and spin) = 20.6 kcal/mol
DFT total energy = -45877.15716 eV
<S²> = 8.80
E_HOMO (alpha / beta) = -12.250 / -13.660 eV

```
61
Properties=species:S:1:pos:R:3:lowdin_charge:R:1
Os -2.40 -0.81 -1.86 0.96
P -1.80 0.25 -3.60 0.58
P 0.87 -0.28 -2.28 0.89
O -1.23 1.09 1.88 0.12
N -1.42 1.08 3.17 -0.13
C -1.74 -0.10 3.82 0.05
C 2.34 -1.29 0.60 -0.18
C 1.41 -1.20 3.06 -0.14
C -0.46 0.61 -4.67 -0.35
C 2.28 -0.32 3.56 -0.10
C -1.19 2.22 3.90 0.05
C 2.42 1.19 0.27 -0.10
C 2.31 -0.05 -0.22 -0.15
C 2.00 -1.75 -2.63 -0.25
C 0.56 -0.44 -4.19 -0.46
C -1.58 -0.19 5.19 0.01
C 2.08 1.03 -2.83 -0.27
C -1.21 0.93 5.93 0.05
C -3.42 -0.56 -0.10 -0.33
C 3.07 0.66 2.74 -0.18
C -2.38 -1.43 -4.07 -0.30
C -3.35 1.02 -3.30 -0.26
C 1.13 -1.43 1.61 -0.17
C 2.23 1.52 1.76 -0.16
C -1.05 2.16 5.27 0.02
H -3.15 2.08 -3.08 0.08
H -2.75 -0.18 0.70 -0.04
H -3.97 0.90 -4.19 0.08
H 2.45 2.58 1.99 0.12
H 2.52 -1.58 -3.59 0.06
H -3.75 -1.59 0.14 0.01
H 2.44 -0.27 4.65 0.11
H 1.46 -0.33 -4.81 0.09
H -1.99 -0.95 3.20 0.16
H 0.85 -1.81 3.78 0.10
H 3.32 -1.34 1.12 0.13
H -1.07 0.86 7.01 0.15
H 0.22 -1.48 -4.35 0.06
H 2.54 2.05 -0.39 0.10
H -3.72 0.42 -2.36 0.01
H 2.91 1.18 -2.14 0.03
H 1.15 1.38 1.95 0.08
H 2.29 -2.16 -0.06 0.09
H 3.53 1.32 3.48 0.12
H 0.80 -2.48 1.54 0.12
H -2.80 -2.07 -3.20 0.01
H -0.82 3.07 5.81 0.14
H -1.76 -1.16 5.66 0.14
H 1.51 1.96 -2.95 0.05
H -3.21 -1.22 -4.76 0.08
H -0.75 0.49 -5.73 0.11
H -4.27 0.11 -0.30 0.01
H -1.40 -2.03 -1.56 -0.04
H 3.88 0.13 2.21 0.12
H -0.13 1.65 -4.52 0.09
H 1.33 -2.62 -2.70 0.06
H 0.25 -0.82 1.29 0.10
H 2.54 0.75 -3.80 0.05
H -1.58 -2.02 -4.54 0.07
H 2.75 -1.90 -1.84 0.02
H -1.05 3.14 3.33 0.16
```

---

The following is a DFT calculation (ωB97M-V/def2-TZVPD) of C20H36NOP2Ti as an isolated structure.

Calculated values
Net charge = +2
Multiplicity = 2
Relative energy (zero: lowest compared OMol25 entry of this formula, charge and spin) = 67.6 kcal/mol
DFT total energy = -66531.16856 eV
<S²> = 0.94
E_HOMO (alpha / beta) = -11.981 / -11.984 eV

```
61
Properties=species:S:1:pos:R:3:lowdin_charge:R:1
Ti 2.51 1.01 -0.52 0.88
P 3.72 -4.24 1.27 0.83
P 4.80 -0.82 0.07 0.93
O 0.73 1.29 -0.22 -0.25
N -0.57 1.23 0.15 -0.10
C -0.85 1.61 1.41 0.01
C 2.09 0.80 -2.54 -0.21
C 2.45 -2.64 -0.36 -0.27
C -3.19 1.40 0.91 0.01
C 5.61 -2.22 0.97 -0.31
C 5.30 -3.68 0.61 -0.35
C 1.74 -0.97 2.31 -0.20
C 3.87 -4.79 2.97 -0.25
C -2.84 0.87 -0.34 0.01
C 0.10 -3.31 0.25 -0.10
C 2.46 -0.54 1.13 -0.25
C 0.99 -2.68 -0.79 -0.16
C 5.49 0.56 1.03 -0.16
C 2.98 -1.23 -0.11 -0.44
C -1.51 0.79 -0.72 0.04
C 1.15 -2.39 2.43 -0.19
C 3.10 -5.66 0.33 -0.20
C 5.76 -0.91 -1.46 -0.16
C 0.08 -2.89 1.51 -0.09
C -2.16 1.73 1.80 0.00
H 1.85 1.77 -2.97 0.02
H 6.03 -4.34 1.09 0.10
H 5.41 -2.04 2.04 0.10
H 5.32 -3.90 -0.47 0.09
H 0.87 -3.21 -1.75 0.13
H -4.23 1.56 1.19 0.14
H 4.28 -5.80 2.96 0.05
H 5.56 -0.07 -2.13 0.06
H 2.89 -4.83 3.47 0.05
H 1.18 0.18 -2.57 0.00
H -0.82 -3.09 2.11 0.11
H -3.61 0.55 -1.05 0.13
H -1.18 0.43 -1.70 0.16
H 1.98 -3.12 2.48 0.05
H 5.57 -1.85 -1.99 0.07
H 4.54 -4.13 3.55 0.06
H 2.00 -5.63 0.29 0.06
H 3.05 -3.14 -1.13 0.12
H 2.83 0.57 1.32 0.08
H 2.92 0.31 -3.06 0.01
H 5.24 0.41 2.10 0.08
H 0.71 -2.40 3.43 0.12
H 0.95 -0.22 2.52 0.10
H 6.69 -2.05 0.82 0.10
H 3.40 -6.57 0.86 0.06
H 6.83 -0.90 -1.19 0.08
H 0.01 1.88 2.03 0.15
H -2.35 2.08 2.81 0.14
H 3.52 -5.66 -0.68 0.06
H 2.39 -0.84 3.19 0.13
H 0.67 -1.64 -0.97 0.10
H 5.12 1.54 0.70 0.06
H 2.57 -3.11 0.67 -0.05
H 6.59 0.52 0.93 0.09
H -0.64 -4.02 -0.16 0.12
H 2.80 -0.70 -1.15 0.07
```

---

The following is a DFT calculation (ωB97M-V/def2-TZVPD) of C20H37Br14INO5 as an isolated structure.

Calculated values
Net charge = -1
Multiplicity = 1
DFT total energy = -1021762.45834 eV
E_HOMO = -4.843 eV

```
78
Properties=species:S:1:pos:R:3:lowdin_charge:R:1
I 2.21 0.60 1.39 0.70
Br 0.82 5.28 7.41 0.60
Br -5.25 -4.24 -4.55 0.58
Br -5.75 -1.62 -1.99 0.56
Br -3.17 2.09 5.80 0.62
Br -5.98 -1.51 6.80 0.61
Br 0.59 2.00 5.74 0.60
Br 3.08 0.58 -1.79 0.76
Br 3.68 1.02 -8.99 0.59
Br 3.47 -1.66 -4.67 0.64
Br 7.13 1.57 -5.75 0.67
Br 2.75 -1.97 -10.95 0.59
Br -7.89 1.60 6.34 0.61
Br 5.15 4.29 -4.26 0.64
Br -2.15 3.29 2.50 0.64
O -1.42 -1.15 2.17 -0.15
O -1.22 0.25 1.88 -0.15
O -0.12 -4.18 -1.33 -0.05
O 0.69 -0.40 -0.98 -0.02
O -1.57 -2.48 -1.69 -0.04
N 0.51 -2.81 1.13 -0.16
C 0.17 3.57 8.09 -0.70
C 4.49 0.53 -3.13 -0.68
C 1.54 -2.27 0.27 -0.23
C 7.70 3.34 -5.18 -0.69
C 3.95 0.22 -4.50 -0.71
C -4.29 -1.84 -3.27 -0.68
C -1.78 -1.75 0.92 -0.14
C 0.93 -4.05 1.77 -0.08
C -0.85 -3.21 -0.99 -0.67
C -4.28 2.49 4.24 -0.67
C -5.92 0.14 7.82 -0.71
C 7.00 3.77 -3.92 -0.69
C -3.59 2.08 2.97 -0.68
C -4.80 -2.34 -4.59 -0.70
C -0.84 -2.92 0.55 -0.21
C 0.99 2.41 7.59 -0.70
C 1.28 -0.81 -0.08 -0.81
C 3.39 -1.83 -9.11 -0.70
C -7.29 0.75 7.98 -0.70
C 2.83 -0.63 -8.41 -0.70
H 4.95 1.52 -3.13 0.00
H 4.47 -1.81 -9.16 0.05
H -7.26 1.54 8.73 0.06
H -5.51 -0.13 8.79 0.06
H -3.55 -2.50 -2.81 0.03
H -1.76 -0.99 0.14 0.11
H 3.03 -0.70 -7.35 -0.01
H 2.47 -2.26 0.85 0.08
H -1.27 -3.81 1.01 0.14
H 0.75 1.51 8.15 0.06
H -5.24 0.80 7.30 -0.02
H 2.06 2.60 7.65 0.05
H 6.97 2.99 -3.17 0.05
H -3.85 -0.85 -3.38 0.06
H -5.20 1.93 4.38 0.04
H -3.14 1.09 3.04 0.04
H 3.05 0.79 -4.73 0.06
H 5.22 -0.21 -2.80 0.05
H -4.02 -2.24 -5.34 0.06
H 8.77 3.27 -5.01 0.06
H -0.62 0.53 2.59 0.02
H -5.70 -1.82 -4.91 0.04
H -0.87 3.50 7.80 0.03
H 1.74 -2.84 -0.64 0.13
H 4.70 0.41 -5.26 -0.02
H 7.51 4.01 -6.01 0.05
H -8.04 0.02 8.25 0.05
H 3.06 -2.74 -8.62 0.06
H 0.44 -4.14 2.74 0.08
H 0.69 -4.92 1.15 0.09
H 1.76 -0.50 -8.58 0.06
H -4.29 2.10 2.14 0.07
H -4.50 3.55 4.28 0.05
H 7.48 4.66 -3.50 0.06
H 0.25 3.65 9.17 0.05
H -2.78 -2.16 1.03 0.12
H 2.01 -4.04 1.94 0.08
```